Entry 1:
{
  "formula": "C39H33ClN6O3P2SV",
  "method": "the ωB97M-V functional and the def2-TZVPD basis",
  "symbols": ["V", "Cl", "C", "C", "C", "C", "O", "C", "C", "N", "C", "C", "C", "C", "C", "C", "C", "C", "N", "C", "C", "H", "H", "H", "H", "H", "H", "H", "H", "H", "H", "C", "P", "C", "C", "C", "C", "C", "C", "C", "P", "C", "C", "H", "H", "H", "H", "H", "H", "H", "H", "H", "H", "H", "H", "H", "H", "H", "H", "O", "N", "O", "C", "C", "C", "C", "C", "C", "N", "C", "C", "N", "C", "C", "C", "C", "H", "H", "H", "H", "H", "H", "H", "S", "C", "N"],
  "xyz": [[-0.05, -0.12, 0.29], [4.88, 0.77, 5.17], [3.78, 0.05, 4.02], [4.22, -0.95, 3.17], [3.36, -1.49, 2.22], [2.04, -1.02, 2.10], [1.22, -1.46, 1.15], [1.59, -0.06, 3.02], [0.11, 0.22, 3.14], [-0.62, 0.63, 1.91], [-1.76, 1.47, 2.20], [-1.64, 2.60, 2.97], [-2.74, 3.41, 3.32], [-3.99, 3.10, 2.87], [-4.16, 1.98, 2.02], [-5.42, 1.64, 1.48], [-5.54, 0.58, 0.64], [-4.37, -0.17, 0.34], [-3.19, 0.11, 0.83], [-3.05, 1.17, 1.67], [2.46, 0.47, 3.97], [5.24, -1.31, 3.24], [3.70, -2.27, 1.55], [-0.04, 0.94, 3.92], [-0.65, 2.89, 3.31], [-2.58, 4.28, 3.95], [-4.85, 3.70, 3.15], [-6.29, 2.24, 1.75], [-6.48, 0.29, 0.21], [-4.43, -1.03, -0.33], [2.10, 1.20, 4.69], [2.35, 2.75, 1.24], [1.86, 1.49, 0.02], [1.94, 2.51, -1.52], [3.36, 0.50, -0.31], [4.64, 0.92, 0.04], [5.75, 0.18, -0.34], [5.58, -0.98, -1.09], [4.30, -1.40, -1.44], [3.18, -0.67, -1.05], [1.46, -1.17, -1.44], [1.39, -0.91, -3.26], [1.48, -2.99, -1.42], [2.80, 2.29, 2.11], [1.45, 3.28, 1.55], [3.03, 3.46, 0.78], [2.99, 2.74, -1.72], [1.39, 3.44, -1.39], [1.52, 1.98, -2.37], [4.78, 1.82, 0.64], [6.74, 0.51, -0.06], [6.44, -1.56, -1.40], [4.19, -2.31, -2.01], [2.26, -1.35, -3.75], [1.34, 0.15, -3.50], [0.49, -1.39, -3.65], [2.31, -3.37, -2.02], [0.56, -3.35, -1.87], [1.55, -3.35, -0.40], [-3.97, -2.12, -5.61], [-3.65, -2.57, -4.51], [-3.89, -3.75, -4.18], [-2.97, -1.72, -3.60], [-2.80, -0.38, -4.00], [-2.19, 0.54, -3.17], [-2.06, 1.94, -3.46], [-1.57, 2.78, -2.51], [-1.10, 2.27, -1.29], [-1.08, 0.95, -1.04], [-1.67, 0.12, -1.93], [-1.79, -1.26, -1.53], [-1.23, -1.58, -0.33], [-1.37, -2.82, 0.16], [-2.06, -3.78, -0.54], [-2.60, -3.50, -1.78], [-2.48, -2.20, -2.33], [-3.20, -0.08, -4.96], [-2.41, 2.32, -4.42], [-1.52, 3.85, -2.68], [-0.73, 2.92, -0.51], [-0.90, -3.02, 1.11], [-2.16, -4.77, -0.11], [-3.13, -4.26, -2.33], [-0.45, -3.77, 3.79], [-0.49, -2.19, 3.73], [-0.53, -1.01, 3.70]],
  "molar_mass_g_mol": 814.14,
  "gap_ev": [5.04, 7.40],
  "largest_force_ev_per_a": 1.92,
  "energy_ev": -123685.32450,
  "lumo_energy_ev": [-0.55, -0.69],
  "spin_multiplicity": 4,
  "total_charge": 0,
  "homo_ev": [-5.59, -8.08]
}

Entry 2:
{
  "formula": "C5H12OS",
  "method": "the ωB97M-V functional and the def2-TZVPD basis",
  "symbols": ["C", "C", "C", "O", "H", "H", "H", "H", "H", "H", "C", "S", "C", "H", "H", "H", "H", "H", "H"],
  "xyz": [[1.49, 2.35, 0.93], [0.29, 1.60, 0.36], [-1.03, 2.05, 0.90], [-2.02, 2.26, 0.26], [1.42, 3.37, 0.53], [2.44, 1.94, 0.62], [1.40, 2.46, 2.01], [0.26, 1.50, -0.72], [0.29, 0.55, 0.71], [-1.06, 2.20, 2.00], [-1.09, -2.49, 0.28], [0.56, -1.99, -0.17], [0.37, -1.96, -1.97], [-1.35, -3.44, -0.18], [-1.92, -1.80, 0.10], [-1.09, -2.68, 1.36], [1.36, -1.96, -2.42], [-0.15, -2.87, -2.28], [-0.18, -1.09, -2.31]],
  "molar_mass_g_mol": 120.22,
  "gap_ev": 9.50,
  "largest_force_ev_per_a": 1.42,
  "energy_ev": -18261.66208,
  "lumo_energy_ev": 0.82,
  "spin_multiplicity": 1,
  "smiles": "CCC=O.CSC",
  "total_charge": 0,
  "homo_ev": -8.69
}

Entry 3:
{
  "formula": "C24H39O22P",
  "method": "the ωB97M-V functional and the def2-TZVPD basis",
  "symbols": ["C", "C", "O", "P", "O", "O", "C", "C", "O", "C", "C", "H", "H", "H", "H", "H", "H", "H", "H", "H", "H", "H", "H", "H", "H", "H", "O", "C", "O", "C", "C", "O", "H", "H", "H", "H", "O", "C", "O", "C", "C", "O", "H", "H", "H", "H", "O", "C", "O", "C", "C", "O", "H", "H", "H", "H", "O", "C", "O", "C", "C", "O", "H", "H", "H", "H", "O", "C", "O", "C", "C", "O", "H", "H", "H", "H", "O", "C", "O", "C", "C", "O", "H", "H", "H", "H"],
  "xyz": [[2.90, 0.21, -0.45], [4.39, 0.32, -0.14], [4.72, -0.34, 1.08], [4.50, -1.90, 1.30], [5.45, -2.55, 2.18], [2.97, -1.91, 1.73], [2.22, -3.11, 1.75], [2.35, -3.80, 3.12], [4.37, -2.54, -0.16], [5.50, -2.75, -1.01], [6.10, -4.13, -0.83], [2.47, 0.94, -1.14], [2.70, -0.76, -0.92], [2.35, 0.28, 0.49], [4.92, -0.12, -0.98], [4.63, 1.37, -0.02], [1.18, -2.92, 1.54], [2.45, -3.85, 0.97], [1.66, -3.28, 3.79], [2.16, -4.87, 3.09], [3.36, -3.70, 3.50], [5.13, -2.59, -2.02], [6.27, -2.00, -0.77], [6.21, -4.42, 0.21], [5.43, -4.84, -1.32], [7.07, -4.20, -1.32], [0.02, -3.24, -1.12], [0.55, -3.75, -2.05], [1.84, -4.18, -2.07], [2.00, -4.94, -3.27], [0.99, -4.31, -4.20], [-0.05, -4.01, -3.23], [3.03, -4.93, -3.63], [1.73, -5.98, -3.06], [0.55, -5.01, -4.90], [1.29, -3.39, -4.71], [-0.21, 2.73, 1.91], [-0.25, 1.96, 1.01], [-0.19, 0.62, 1.13], [-0.46, 0.00, -0.12], [-0.49, 1.16, -1.12], [-0.45, 2.30, -0.28], [0.30, -0.78, -0.22], [-1.36, -0.63, -0.17], [-1.31, 1.16, -1.83], [0.40, 1.03, -1.74], [-4.10, 3.73, -1.25], [-4.02, 4.20, -0.16], [-2.98, 4.96, 0.27], [-3.06, 5.06, 1.70], [-4.56, 4.88, 1.92], [-4.94, 4.06, 0.81], [-2.35, 4.39, 2.18], [-2.84, 6.10, 1.95], [-5.09, 5.83, 1.88], [-4.81, 4.36, 2.85], [-2.76, -0.56, -2.20], [-3.88, -0.22, -2.02], [-4.57, 0.60, -2.82], [-5.81, 0.93, -2.20], [-5.96, -0.18, -1.12], [-4.62, -0.58, -0.93], [-5.70, 1.91, -1.71], [-6.67, 1.07, -2.84], [-6.65, -0.92, -1.52], [-6.37, 0.34, -0.26], [-2.55, -3.29, 5.26], [-2.36, -2.87, 4.17], [-3.25, -2.09, 3.51], [-2.74, -1.80, 2.20], [-1.33, -2.43, 2.17], [-1.26, -3.08, 3.44], [-3.42, -2.32, 1.53], [-2.75, -0.74, 1.99], [-0.60, -1.62, 2.13], [-1.18, -3.05, 1.29], [0.68, 8.66, 1.30], [0.51, 7.71, 0.61], [0.86, 6.45, 0.93], [0.29, 5.52, 0.01], [-0.22, 6.41, -1.13], [-0.10, 7.74, -0.60], [1.11, 4.92, -0.38], [-0.49, 4.93, 0.47], [-1.24, 6.17, -1.40], [0.39, 6.42, -2.03]],
  "molar_mass_g_mol": 710.53,
  "gap_ev": 10.57,
  "largest_force_ev_per_a": 2.60,
  "energy_ev": -79856.97814,
  "lumo_energy_ev": 0.12,
  "spin_multiplicity": 1,
  "smiles": "CCOP(=O)(OCC)OCC.O=C1OCCO1.O=C1OCCO1.O=C1OCCO1.O=C1OCCO1.O=C1OCCO1.O=C1OCCO1",
  "total_charge": 0,
  "homo_ev": -10.45
}

Entry 4:
{
  "formula": "C6H9N2O2",
  "method": "the ωB97M-V functional and the def2-TZVPD basis",
  "symbols": ["C", "C", "C", "C", "N", "N", "H", "H", "H", "H", "H", "H", "C", "C", "O", "O", "H", "H", "H"],
  "xyz": [[-1.40, -1.31, 1.32], [-0.77, 0.01, 1.64], [0.53, 1.76, 1.33], [-0.99, 0.88, 2.67], [0.19, 0.58, 0.81], [-0.15, 1.94, 2.46], [1.23, 2.47, 0.94], [-1.61, -1.37, 0.24], [-2.39, -1.36, 1.88], [-0.07, 2.75, 3.07], [-1.73, 0.70, 3.49], [-0.81, -2.19, 1.65], [1.37, -0.19, -3.44], [0.83, -1.33, -2.57], [0.66, -1.14, -1.36], [0.61, -2.47, -3.10], [0.81, -0.16, -4.41], [2.40, -0.36, -3.68], [1.30, 0.81, -2.92]],
  "molar_mass_g_mol": 141.15,
  "gap_ev": [3.15, 7.36],
  "largest_force_ev_per_a": 2.73,
  "energy_ev": -13440.42829,
  "lumo_energy_ev": [6.48, 6.45],
  "spin_multiplicity": 2,
  "total_charge": -2,
  "homo_ev": [3.33, -0.91]
}

Copy entry 2 word for word.
{
  "formula": "C5H12OS",
  "method": "the ωB97M-V functional and the def2-TZVPD basis",
  "symbols": ["C", "C", "C", "O", "H", "H", "H", "H", "H", "H", "C", "S", "C", "H", "H", "H", "H", "H", "H"],
  "xyz": [[1.49, 2.35, 0.93], [0.29, 1.60, 0.36], [-1.03, 2.05, 0.90], [-2.02, 2.26, 0.26], [1.42, 3.37, 0.53], [2.44, 1.94, 0.62], [1.40, 2.46, 2.01], [0.26, 1.50, -0.72], [0.29, 0.55, 0.71], [-1.06, 2.20, 2.00], [-1.09, -2.49, 0.28], [0.56, -1.99, -0.17], [0.37, -1.96, -1.97], [-1.35, -3.44, -0.18], [-1.92, -1.80, 0.10], [-1.09, -2.68, 1.36], [1.36, -1.96, -2.42], [-0.15, -2.87, -2.28], [-0.18, -1.09, -2.31]],
  "molar_mass_g_mol": 120.22,
  "gap_ev": 9.50,
  "largest_force_ev_per_a": 1.42,
  "energy_ev": -18261.66208,
  "lumo_energy_ev": 0.82,
  "spin_multiplicity": 1,
  "smiles": "CCC=O.CSC",
  "total_charge": 0,
  "homo_ev": -8.69
}